{"formula": "H31O16", "method": "ωB97M-V/def2-TZVPD", "lumo_ev": 2.19, "spin_multiplicity": 1, "mol_weight_g_mol": 287.23, "energy_ev": -33261.4149, "total_charge": -1, "symbols": ["O", "H", "H", "O", "H", "H", "O", "H", "H", "O", "H", "H", "O", "H", "H", "O", "H", "H", "O", "H", "H", "O", "H", "H", "O", "H", "O", "H", "H", "O", "H", "H", "O", "H", "H", "O", "H", "H", "O", "H", "H", "O", "H", "H", "O", "H", "H"], "coordinates": [[-2.464, 0.564, 1.004], [0.487, -5.165, -0.226], [1.129, 2.726, -1.712], [-3.757, -1.974, -0.508], [-3.072, 0.139, 1.626], [-3.038, 0.595, 0.302], [-3.922, 2.295, -1.904], [-4.365, -2.703, -0.132], [-0.135, 2.946, -0.917], [0.400, 3.388, -1.508], [0.441, 1.881, -4.839], [-3.021, -2.541, -0.442], [-0.270, 1.208, -4.667], [-2.625, -0.855, -3.191], [3.566, 2.917, -0.923], [3.824, 1.604, 2.978], [3.514, 1.505, 2.061], [3.756, 2.627, 2.801], [1.868, -0.267, -0.362], [1.256, 0.371, -0.713], [2.559, 0.441, 0.220], [-2.377, -4.825, 0.055], [-2.468, -5.386, 0.828], [-3.023, 2.072, -1.530], [2.862, 4.485, 1.733], [3.757, 4.197, 1.460], [-3.398, -1.254, -3.274], [-0.823, 1.441, -5.427], [-3.063, -1.822, -2.451], [-1.594, 0.637, 4.344], [-3.860, 2.596, -2.869], [-1.473, 0.436, 3.441], [4.155, 2.865, -1.518], [1.656, -0.277, 3.176], [0.464, -2.306, 0.102], [-0.105, -5.652, 0.425], [-0.392, -5.239, 1.156], [4.221, 0.692, 0.482], [-0.224, -2.836, 0.319], [4.671, 1.962, -1.466], [-0.952, -2.291, 0.200], [3.472, 1.283, 0.459], [2.458, 4.412, 0.883], [-1.543, -5.079, -0.246], [1.045, -0.941, 3.375], [-0.703, 0.715, 4.651], [1.105, -1.588, 2.742]], "atomic_forces_ev_per_a": [[1.35, -0.40, 2.85], [-1.27, -0.21, 2.26], [-1.25, 1.25, 0.35], [-2.79, -1.45, 1.21], [0.51, 0.02, 0.38], [-1.92, 0.26, -3.28], [0.91, 0.29, -1.01], [0.55, 2.03, -0.94], [-1.87, -1.51, 2.17], [3.27, 0.22, -2.44], [-0.59, -1.05, 0.82], [2.39, -0.95, 0.05], [0.89, 1.50, -1.04], [5.67, 4.39, -0.95], [-6.39, -0.56, 7.29], [-0.20, 3.78, 0.34], [-0.12, -1.47, -1.36], [0.32, -2.42, 1.62], [-0.25, -0.66, 0.66], [-0.51, 0.16, -0.32], [0.01, -0.27, -0.99], [-3.52, 1.02, 0.73], [-0.40, 0.02, 0.02], [-1.33, 0.62, -1.28], [1.54, -0.16, 0.20], [-0.34, 0.21, 0.55], [-3.14, -4.97, 2.73], [-0.35, -0.49, 0.27], [-2.65, 0.74, -2.12], [-1.06, 0.38, 1.30], [0.48, -0.86, 2.32], [0.22, -0.40, -1.77], [8.82, -2.06, -8.17], [1.65, 1.60, -0.69], [3.99, 3.00, -1.10], [3.32, -3.54, -5.66], [-0.58, 3.36, 3.64], [0.47, -0.16, 0.01], [-1.34, -4.04, 1.24], [-2.35, 2.91, 0.48], [-2.23, 1.54, -0.10], [-0.27, 0.34, 0.58], [-1.14, -0.03, -0.86], [2.24, -0.57, -1.01], [-1.88, 0.76, 3.14], [0.88, -0.04, 0.42], [0.28, -2.18, -2.51]], "nbo_charge": [-0.930, 0.513, 0.482, -0.942, 0.467, 0.463, -0.962, 0.478, 0.464, -0.947, 0.469, 0.470, -0.926, 0.444, 0.461, -1.009, 0.493, 0.451, -1.116, 0.424, 0.486, -0.972, 0.457, 0.480, -0.936, 0.468, -0.918, 0.458, 0.466, -0.948, 0.482, 0.473, -0.954, 0.486, 0.492, -0.966, 0.483, 0.439, -0.960, 0.490, 0.465, -1.163, 0.471, 0.485, -0.957, 0.475, 0.470]}